Model one:
C33H34Cl3GeMoN2O5 | ωB97M-V with the def2-TZVPD basis set

XYZ file:
```
79
Properties=species:S:1:pos:R:3:mulliken_spin:R:1
Mo -0.4378 -0.5064 -1.0837 1.927
O -1.6103 -1.8779 2.6196 0.043
C -0.9464 -1.5654 1.6766 0.003
O -1.2606 -0.5977 0.8076 -0.054
C 0.4014 -2.1395 1.3516 0.047
C 1.1471 -3.0137 2.1164 -0.011
C 2.4361 -3.3199 1.6864 0.017
C 2.9498 -2.7204 0.5403 -0.013
C 2.1282 -1.8609 -0.1638 0.010
N 0.8891 -1.6145 0.2347 -0.146
C 2.4781 -1.0327 -1.3710 0.022
O 3.5631 -1.0177 -1.8777 0.024
O 1.4586 -0.2594 -1.7063 0.053
H 0.7238 -3.4223 3.0234 0.001
H 3.0477 -4.0037 2.2592 0.000
H 3.9571 -2.8981 0.1908 0.000
N -2.6485 -0.1989 -1.4165 -0.010
C -3.5748 -0.8961 -0.5549 -0.003
C -4.5526 -0.1943 0.1233 -0.009
C -5.3984 -0.8642 0.9954 0.006
C -5.2519 -2.2294 1.1796 -0.003
C -4.2695 -2.9215 0.4891 0.011
C -3.4131 -2.2685 -0.3921 0.034
C -2.3638 -2.9991 -1.1415 -0.003
C -2.6451 -4.2924 -1.5878 -0.024
C -1.7219 -5.0265 -2.3106 0.032
C -0.4893 -4.4746 -2.6199 -0.030
C -0.1894 -3.1924 -2.1871 0.003
C -1.1087 -2.4436 -1.4459 -0.074
H -2.8195 0.8066 -1.3994 0.001
H -2.7674 -0.4786 -2.3905 0.010
H -4.6580 0.8739 -0.0304 0.001
H -6.1655 -0.3187 1.5277 0.000
H -5.8960 -2.7569 1.8696 0.000
H -4.1454 -3.9833 0.6587 0.000
H -3.6202 -4.7169 -1.3856 0.000
H -1.9722 -6.0240 -2.6460 0.001
H 0.2359 -5.0306 -3.1992 -0.001
H 0.7734 -2.7723 -2.4596 0.015
Cl 2.6250 4.0903 -5.9757 0.001
C 1.6431 3.0550 -5.0009 0.006
C 1.6957 1.6840 -5.1948 -0.003
C 0.9051 0.8583 -4.4162 0.003
Cl 0.8730 -0.8374 -4.7473 -0.001
C 0.0707 1.3761 -3.4243 0.015
O -0.7167 0.5963 -2.6767 0.038
C 0.0005 2.7651 -3.3070 -0.002
Cl -1.1560 3.4486 -2.1978 0.000
C 0.7816 3.6124 -4.0716 -0.003
H 2.3348 1.2607 -5.9557 0.000
H 0.7029 4.6841 -3.9607 0.000
C -0.1903 4.7049 4.3760 0.000
C -0.5476 3.5180 3.4935 0.001
C 0.3598 2.3138 3.7287 0.000
C -0.0504 1.0954 2.8904 0.009
Ge -0.1244 1.5925 1.0159 -0.003
C 1.4151 2.4934 0.2225 0.059
C 2.8052 1.8675 0.2064 -0.006
C 3.1343 0.9980 1.4122 0.003
C 4.5496 0.4377 1.3487 0.001
H -0.8431 5.5548 4.1818 0.000
H 0.8392 5.0244 4.2064 0.000
H -0.2883 4.4408 5.4299 0.000
H -0.4873 3.8329 2.4386 -0.001
H -1.5886 3.2243 3.6575 0.000
H 0.3232 2.0346 4.7843 -0.001
H 1.3980 2.5927 3.5214 0.001
H -1.0464 0.7519 3.1720 -0.001
H 0.6476 0.2674 3.0202 -0.002
H -1.4708 2.0767 0.4813 -0.002
H 1.4008 3.3717 0.8904 0.000
H 1.1216 2.8511 -0.7617 0.006
H 3.5321 2.6825 0.1421 0.000
H 2.9226 1.2906 -0.7094 -0.001
H 2.4146 0.1685 1.4678 0.004
H 3.0062 1.5749 2.3354 -0.001
H 4.7016 -0.1448 0.4383 0.000
H 4.7597 -0.2027 2.2060 0.000
H 5.2829 1.2453 1.3510 0.000
```

## Properties
HOMO (alpha / beta): -10.740 / -11.009 eV
Total charge: +1
HOMO-LUMO gap (alpha / beta): 0.2366 / 0.2234 Ha
2S+1: 3
Expectation value of S²: 2.021



Model two:
C33H34Cl3GeMoN2O5 | ωB97M-V with the def2-TZVPD basis set

XYZ file:
```
79
Properties=species:S:1:pos:R:3:mulliken_spin:R:1
Mo 0.8225 1.4213 -0.2213 1.142
O -3.2512 0.3621 -0.2769 0.010
C -2.2209 0.9436 -0.1529 0.021
O -1.0138 0.3488 -0.3733 0.172
C -2.0428 2.3179 0.3678 0.033
C -3.0598 3.1625 0.7584 -0.004
C -2.7077 4.3864 1.3167 0.017
C -1.3730 4.7129 1.4911 -0.010
C -0.4156 3.8087 1.0644 0.036
N -0.7654 2.6554 0.5087 -0.052
C 1.0729 3.9502 1.2583 -0.013
O 1.5643 4.9366 1.7228 0.009
O 1.7302 2.8633 0.8924 -0.013
H -4.0898 2.8576 0.6364 0.000
H -3.4797 5.0745 1.6360 0.000
H -1.0512 5.6357 1.9537 0.000
N 2.9591 0.9625 -0.1188 -0.017
C 3.3104 -0.3060 0.4768 0.006
C 4.0281 -0.3462 1.6583 -0.009
C 4.3116 -1.5763 2.2329 0.002
C 3.8793 -2.7437 1.6208 0.007
C 3.1658 -2.6860 0.4339 -0.006
C 2.8674 -1.4607 -0.1568 0.048
C 2.0916 -1.3294 -1.4055 -0.035
C 2.2399 -2.2806 -2.4198 0.005
C 1.5561 -2.1574 -3.6160 0.023
C 0.7147 -1.0720 -3.8209 -0.005
C 0.5496 -0.1290 -2.8188 0.098
C 1.2228 -0.2446 -1.5993 -0.141
H 3.3156 1.0487 -1.0705 0.007
H 3.3397 1.7371 0.4217 0.004
H 4.3599 0.5731 2.1264 0.000
H 4.8700 -1.6203 3.1586 0.000
H 4.0963 -3.7027 2.0723 0.001
H 2.8173 -3.6004 -0.0302 -0.012
H 2.9325 -3.1008 -2.2790 0.004
H 1.6933 -2.8953 -4.3958 0.001
H 0.1855 -0.9584 -4.7589 0.000
H -0.1147 0.7078 -2.9998 0.004
Cl 1.4406 6.1511 -6.3737 0.001
C 1.3160 5.1020 -5.0103 0.010
C 0.0628 4.7386 -4.5474 -0.006
C -0.0233 3.9066 -3.4475 0.008
Cl -1.5779 3.4240 -2.8536 -0.001
C 1.1175 3.4115 -2.7996 0.007
O 1.0134 2.5970 -1.7614 0.052
C 2.3627 3.7989 -3.3115 0.016
Cl 3.7928 3.2169 -2.5339 0.001
C 2.4720 4.6415 -4.3996 -0.006
H -0.8327 5.0993 -5.0325 0.000
H 3.4449 4.9337 -4.7672 0.000
C -3.8198 -3.9035 0.7082 0.002
C -2.3801 -4.3992 0.6523 0.009
C -1.6729 -4.0804 -0.6628 -0.016
C -1.5913 -2.5925 -0.9775 0.179
Ge -0.7000 -1.5026 0.4079 0.236
C -1.5478 -1.1990 2.1690 0.144
C -0.7386 -1.8466 3.2934 -0.012
C -1.3512 -1.6094 4.6724 0.008
C -2.7083 -2.2802 4.8511 0.001
H -4.3026 -4.1959 1.6411 0.000
H -4.4054 -4.3211 -0.1141 0.001
H -3.8871 -2.8157 0.6315 0.000
H -2.3630 -5.4803 0.8077 0.001
H -1.8115 -3.9804 1.4922 0.001
H -2.2013 -4.5768 -1.4823 0.003
H -0.6651 -4.5054 -0.6533 0.003
H -2.5801 -2.1429 -1.1014 0.005
H -1.0385 -2.4147 -1.8979 0.027
H 0.8934 0.5409 1.2799 -0.031
H -2.5711 -1.5800 2.1328 0.033
H -1.5983 -0.1171 2.3287 0.012
H 0.2872 -1.4657 3.2671 -0.024
H -0.6644 -2.9268 3.1247 0.003
H -1.4430 -0.5318 4.8425 0.001
H -0.6566 -1.9770 5.4307 0.001
H -3.4672 -1.8487 4.1955 -0.002
H -3.0681 -2.1762 5.8748 0.000
H -2.6470 -3.3492 4.6303 -0.001
```

## Properties
HOMO (alpha / beta): -10.586 / -11.135 eV
Total charge: +1
HOMO-LUMO gap (alpha / beta): 0.2166 / 0.2429 Ha
2S+1: 3
Expectation value of S²: 2.015



Relative calculated energies, zero for the most stable structure, unit eV: model one 0.000; model two 1.108.



Model one:
C4H20NO8 | ωB97M-V with the def2-TZVPD basis set

XYZ file:
```
33
Properties=species:S:1:pos:R:3:lowdin_charge:R:1
C 2.0026 2.3632 1.5720 -0.146
C 1.2329 1.2387 1.1375 -0.314
N 1.0470 1.5072 -0.3997 -0.107
C 1.5892 0.3353 -1.1089 -0.112
C 0.3785 -0.6354 -0.9886 -0.629
O -0.7272 -0.1443 -1.5037 -0.138
O 0.4319 -1.7530 -0.5681 0.026
H 2.9548 2.0098 1.9985 0.063
H 1.4949 3.0729 2.2853 0.077
H 2.1006 2.8388 0.4412 0.135
H 1.5134 0.2721 1.4357 0.031
H 0.1899 1.0982 1.7353 0.145
H 0.0393 1.5354 -0.6632 0.070
H 2.4830 -0.0270 -0.4778 0.142
H 1.9069 0.7131 -2.0501 0.095
H 2.4123 -1.4954 2.6090 -0.008
H 2.1690 -0.3353 3.3495 -0.056
O 2.8257 -0.7585 2.9615 0.020
H -2.4614 -2.8605 0.3727 -0.087
H -1.1551 -3.2186 -0.2941 0.034
O -1.7116 -3.2325 0.5019 0.002
H -0.0890 -0.8551 2.6317 0.056
H -0.2020 -1.9748 1.5582 0.033
O 0.1746 -1.8286 2.4851 -0.117
H -2.9870 -1.5041 -1.6789 0.015
H -1.6067 -1.9377 -1.8248 0.013
O -2.5118 -2.3018 -1.9262 -0.077
H -3.3691 0.8312 -1.4726 0.114
H -1.8953 1.0384 -1.7027 -0.095
O -2.6393 1.5674 -1.6956 -0.096
H -0.0966 3.3138 -1.0457 0.019
H -1.6013 3.1688 -1.0959 0.054
O -0.8860 3.9457 -1.1281 -0.163
```

## Properties
HOMO: -5.642 eV
Total charge: -1
HOMO-LUMO gap: 0.3219 Ha



Model two:
C4H20NO8 | ωB97M-V with the def2-TZVPD basis set

XYZ file:
```
33
Properties=species:S:1:pos:R:3:lowdin_charge:R:1
C 2.6404 0.8864 -0.6067 -0.038
C 1.7692 1.4566 0.5534 -0.435
C 0.2787 1.0956 0.6161 -0.065
C 0.1246 -0.4084 0.1314 -0.631
O 0.9989 -1.1375 0.6328 -0.028
O -0.9199 -0.8422 -0.4738 -0.112
N 1.9473 2.9065 0.4624 -0.015
H 3.2297 1.6649 -1.0166 0.054
H 1.8837 0.2343 -1.0600 0.047
H 3.3362 0.0979 -0.2893 0.078
H 2.2095 1.2050 1.5080 0.121
H -0.1374 1.2240 1.6033 0.112
H -0.1853 1.7588 -0.1203 0.087
H 1.6216 3.2942 -0.3967 0.051
H 1.6582 3.5166 1.2520 0.078
H -1.9159 0.8864 -1.0351 -0.051
H -2.8027 1.9847 -0.2918 0.032
O -2.1667 1.7911 -0.9655 -0.069
H -3.0278 -0.7387 1.5174 0.037
H -2.2539 -0.1711 0.3362 -0.009
O -3.1692 -0.1976 0.7389 -0.096
H 1.6996 -1.3690 -3.3813 0.048
H 1.8648 -1.8194 -1.9154 0.006
O 2.0694 -2.0868 -2.8194 -0.078
H 0.9568 -2.1000 2.8235 0.028
H -0.0170 -1.0913 3.5748 0.006
O 0.7999 -1.5633 3.6200 -0.064
H -3.3943 -0.6516 -1.2353 0.102
H -2.2749 -0.4211 -2.3926 0.026
O -3.2185 -0.2084 -2.2140 -0.155
H -1.7139 -2.9347 -0.3339 0.013
H -0.6765 -2.8403 0.8554 -0.010
O -1.2147 -3.4219 0.3221 -0.071
```

## Properties
HOMO: -5.740 eV
Total charge: -1
HOMO-LUMO gap: 0.3243 Ha



Relative calculated energies, zero for the most stable structure, unit eV: model one 2.017; model two 0.000.



Model one:
C5H8NS | ωB97M-V with the def2-TZVPD basis set

XYZ file:
```
15
Properties=species:S:1:pos:R:3:lowdin_charge:R:1
C -0.2053 1.4084 0.4417 0.060
C -1.2519 0.4827 0.3566 -0.077
C -0.7646 -0.7267 -0.6346 -0.218
C 1.9005 2.2912 -0.3724 0.088
C 0.1119 -1.7374 -0.0001 -0.466
N 0.8973 1.7356 0.1407 0.077
S -0.7414 -2.6861 1.0858 0.901
H -1.4757 -0.0664 1.2530 0.108
H -2.0406 1.1317 0.1238 0.124
H -1.6624 -1.1623 -0.7927 0.063
H -0.3469 -0.3983 -1.5838 0.128
H 2.7727 2.2789 0.2965 0.113
H 1.7660 3.1766 -1.0111 0.121
H 1.0702 -1.8712 -0.2545 0.032
H -0.0297 -3.8568 0.9510 -0.054
```

## Properties
HOMO (alpha / beta): -13.403 / -11.405 eV
Total charge: +1
HOMO-LUMO gap (alpha / beta): 0.3222 / 0.1810 Ha



Model two:
C5H8NS | ωB97M-V with the def2-TZVPD basis set

XYZ file:
```
15
Properties=species:S:1:pos:R:3:lowdin_charge:R:1
C -0.5235 1.2362 -0.5481 -0.158
C -0.7493 -0.9262 1.6011 -0.505
C -1.6441 1.5334 0.1068 -0.206
C 0.2028 -1.9796 1.3923 -0.106
C 1.5134 0.5921 -1.7690 -0.055
N 0.5174 0.8081 -0.8187 0.100
S -1.6645 0.2506 1.9950 1.097
H -1.7073 2.4703 0.4765 0.036
H -2.5928 1.0499 -0.3553 0.133
H 1.1967 -1.5034 1.4123 0.122
H 0.0824 -2.3659 0.3822 0.096
H -0.1386 -2.8222 2.0028 0.104
H 1.2540 -0.3233 -2.1977 0.073
H 2.5616 0.4762 -1.2414 0.136
H 1.6918 1.5037 -2.4389 0.133
```

## Properties
HOMO: -12.442 eV
Total charge: +1
HOMO-LUMO gap: 0.2837 Ha



Relative calculated energies, zero for the most stable structure, unit eV: model one 0.933; model two 0.000.



Model one:
C4H6N6O | ωB97M-V with the def2-TZVPD basis set

XYZ file:
```
17
Properties=species:S:1:pos:R:3:lowdin_charge:R:1
C 1.7584 0.2531 0.3828 -0.028
C 1.2336 -1.1468 0.2873 -0.279
N 1.8354 -2.3118 0.4121 0.111
O 0.8968 -3.2302 0.1070 -0.079
N -0.2558 -2.6361 -0.2691 0.072
C -0.1416 -1.3788 -0.1590 -0.116
C -1.5364 -0.3179 -0.5443 -0.228
N -2.0468 0.2979 0.6175 0.006
N -3.1427 -0.4451 1.0893 0.002
N -3.4713 -1.2212 0.1978 -0.013
N -2.6571 -1.0876 -0.9199 0.021
H 2.4246 0.2882 1.1916 0.060
H 2.5133 0.5643 -0.3495 0.088
H 1.0250 1.0478 0.3105 0.073
H -1.2658 0.3254 -1.2520 0.086
H -1.7772 0.9172 1.3452 0.119
H -2.4727 -1.8077 -1.5527 0.106
```

## Properties
HOMO: -9.035 eV
Total charge: 0
HOMO-LUMO gap: 0.3534 Ha
SMILES: Cc1nonc1C1NN=NN1



Model two:
C4H6N6O | ωB97M-V with the def2-TZVPD basis set

XYZ file:
```
17
Properties=species:S:1:pos:R:3:lowdin_charge:R:1
C 1.4240 -1.1480 0.3015 -0.606
C -0.0738 -0.5444 -1.2093 -0.280
C -0.5575 0.4327 -0.1748 -0.159
C 0.1887 0.5179 1.0040 -0.425
H 2.1849 -2.2449 1.9982 0.285
H 2.5352 -2.8135 0.2486 0.166
H -2.0929 -0.5913 -2.2446 0.251
H -0.9217 -1.4017 -3.0704 0.125
H -0.9451 2.2886 1.1658 0.138
H -0.3498 1.7456 2.7975 0.098
N 2.7269 -1.5605 0.5523 0.083
N 0.6930 -1.6037 -0.7247 0.148
N -0.7836 -0.5108 -2.4073 0.029
N -1.7730 1.0512 -0.5596 0.005
N -0.4318 1.4705 1.8160 0.119
N 1.0946 -0.2583 1.2634 0.134
O -2.1227 2.1687 -0.0006 -0.110
```

## Properties
HOMO: -8.858 eV
Total charge: 0
HOMO-LUMO gap: 0.2683 Ha



Relative calculated energies, zero for the most stable structure, unit eV: model one 0.000; model two 3.968.